{"formula": "C3H10NS", "method": "the ωB97M-V functional and the def2-TZVPD basis", "e_tot_ev": -15578.0119, "e_lumo_ev": [-9.34, -12.26], "largest_force_ev_per_a": 2.21, "s2": 0.75, "orbital_gap_ev": [11.2, 8.5], "charge": 2, "multiplicity": 2, "elements": ["C", "N", "H", "H", "H", "H", "C", "C", "S", "H", "H", "H", "H", "H", "H"], "positions_angstrom": [[-0.407, -0.064, 2.322], [-1.106, -0.934, 1.698], [-0.683, 0.982, 2.377], [0.406, -0.471, 2.912], [-0.911, -1.925, 1.828], [-1.976, -0.646, 1.264], [-0.146, 0.912, -1.294], [0.539, -0.435, -1.568], [2.241, -0.108, -2.068], [0.468, 1.616, -0.724], [-0.494, 1.524, -2.131], [-1.100, 0.779, -0.774], [-0.035, -1.059, -2.205], [0.653, -0.903, -0.583], [2.551, 0.731, -1.053]], "forces_ev_per_a": [[-0.23, -0.95, 0.64], [-0.03, 0.79, 0.67], [0.01, 0.05, -0.31], [0.32, 0.35, -0.01], [-0.12, -0.06, -0.25], [-0.20, -0.26, -0.29], [-0.85, 1.12, 0.05], [0.41, 1.68, 1.38], [-0.26, -0.50, -0.66], [0.03, -0.28, 0.26], [0.51, -0.55, -0.58], [0.28, -0.36, 0.24], [0.10, -0.68, -0.99], [0.11, -0.32, -0.18], [-0.08, -0.03, 0.03]]}

=====

{"formula": "C2H6N4S", "method": "the ωB97M-V functional and the def2-TZVPD basis", "e_tot_ev": -18962.1167, "e_lumo_ev": 0.53, "largest_force_ev_per_a": 3.66, "orbital_gap_ev": 8.8, "elements": ["C", "C", "N", "N", "N", "N", "S", "H", "H", "H", "H", "H", "H"], "positions_angstrom": [[0.894, 1.518, 0.796], [0.351, -1.837, -0.563], [-2.056, 0.655, -0.724], [-1.143, 1.450, -0.548], [-2.211, -0.422, -0.122], [-0.059, 0.638, 0.154], [-0.667, -0.900, 0.551], [1.687, 0.855, 1.016], [1.174, 2.217, -0.063], [0.405, 2.023, 1.668], [0.733, -2.619, 0.111], [1.140, -1.265, -0.961], [-0.247, -2.311, -1.315]], "forces_ev_per_a": [[-1.35, 0.61, -0.88], [-0.59, -1.76, 1.12], [-1.45, 3.27, -0.78], [1.72, -1.50, -0.08], [-0.21, -3.58, 0.47], [-1.44, 0.34, -0.71], [0.55, 2.58, 0.58], [1.36, 0.02, 0.81], [-0.16, -0.61, 1.62], [0.96, -0.13, -0.61], [0.15, 0.03, -0.47], [0.80, 0.88, -0.50], [-0.36, -0.16, -0.57]]}

=====

{"formula": "C4H11NO3", "method": "the ωB97M-V functional and the def2-TZVPD basis", "e_tot_ev": -11958.2815, "e_lumo_ev": 0.50, "largest_force_ev_per_a": 2.52, "orbital_gap_ev": 9.9, "elements": ["H", "O", "O", "H", "H", "C", "O", "C", "H", "N", "H", "C", "H", "H", "H", "C", "H", "H", "H"], "positions_angstrom": [[-0.597, 2.007, -0.909], [-1.476, 1.958, 0.026], [0.045, 1.660, -1.783], [-0.997, 1.227, 0.515], [-2.264, 1.579, -0.365], [0.141, 0.374, -1.832], [0.207, -0.272, -2.860], [0.094, -0.522, -0.539], [-0.773, -1.168, -0.574], [0.095, 0.225, 0.728], [0.918, 0.756, 0.963], [-0.410, -0.427, 1.959], [-0.241, -1.503, 2.006], [0.011, 0.137, 2.808], [-1.443, -0.177, 2.128], [1.431, -1.325, -0.518], [2.200, -0.562, -0.382], [1.431, -2.200, 0.129], [1.628, -1.768, -1.499]], "forces_ev_per_a": [[0.84, -0.74, -1.29], [-1.59, 1.65, 0.22], [-0.15, 1.03, 0.89], [0.78, -0.56, 0.29], [-0.38, 0.08, -0.13], [-0.86, -1.65, -0.31], [0.31, 0.34, 0.07], [2.41, 0.33, 0.67], [-0.26, -0.04, -0.06], [-1.36, -0.10, 1.23], [0.44, -0.29, -0.59], [0.62, 0.96, 0.08], [0.11, 0.11, 0.15], [0.46, -0.73, -0.20], [-0.92, -0.43, -0.44], [-0.72, -0.22, -1.71], [0.28, -0.49, 0.51], [0.12, 0.51, 0.70], [-0.15, 0.22, -0.08]]}

=====

{"formula": "C2H3N3O2", "method": "the ωB97M-V functional and the def2-TZVPD basis", "e_tot_ev": -10683.5385, "e_lumo_ev": -0.82, "largest_force_ev_per_a": 7.23, "orbital_gap_ev": 7.6, "elements": ["C", "C", "H", "H", "H", "N", "N", "N", "O", "O"], "positions_angstrom": [[0.328, -0.843, -0.573], [-0.581, 0.513, 0.965], [1.549, -1.090, -2.365], [-0.507, 2.352, 1.235], [-0.169, 1.002, -1.136], [0.090, -1.493, 0.570], [-0.774, 1.441, 1.723], [-0.061, 0.439, -0.275], [0.694, -1.605, -1.569], [-0.569, -0.716, 1.425]], "forces_ev_per_a": [[-1.52, -2.16, 6.73], [0.96, -0.71, -0.27], [-3.80, -2.06, 3.85], [-0.86, -1.48, 1.01], [-0.40, 0.46, 1.72], [1.63, -2.83, -3.48], [-0.56, 5.54, 1.13], [1.25, 1.16, -6.75], [4.02, 2.77, -5.16], [-0.73, -0.69, 1.23]]}

=====

{"formula": "C9H14INSi", "method": "the ωB97M-V functional and the def2-TZVPD basis", "e_tot_ev": -27025.5763, "e_lumo_ev": [-3.36, -3.56], "largest_force_ev_per_a": 3.68, "orbital_gap_ev": [4.3, 3.9], "elements": ["C", "C", "C", "C", "C", "C", "C", "C", "C", "N", "Si", "I", "H", "H", "H", "H", "H", "H", "H", "H", "H", "H", "H", "H", "H", "H"], "positions_angstrom": [[0.604, -1.667, -3.967], [1.194, -0.356, -3.864], [-0.146, -2.102, -2.877], [1.010, 0.463, -2.831], [-0.256, -1.363, -1.750], [0.345, -0.051, -1.640], [0.341, -1.044, 1.990], [-2.270, -0.058, 1.136], [-0.106, 2.097, 2.004], [0.262, 0.724, -0.564], [-0.348, 0.446, 1.061], [1.579, 3.735, -0.823], [0.875, -2.402, -4.774], [1.849, -0.012, -4.624], [-0.598, -3.086, -3.063], [1.444, 1.459, -2.912], [-0.890, -1.681, -0.860], [1.441, -1.063, 2.352], [-0.309, -1.306, 2.885], [0.117, -1.802, 1.304], [-2.931, 0.392, 0.409], [-2.157, -1.073, 0.955], [-2.400, 0.317, 2.181], [-0.220, 3.000, 1.268], [-1.027, 2.208, 2.569], [0.852, 2.263, 2.527]], "forces_ev_per_a": [[1.59, 0.97, 0.26], [-0.37, -2.76, -1.85], [-0.13, -1.50, -1.76], [-0.36, 0.34, 1.94], [-1.05, 1.00, 2.49], [0.01, 0.77, -0.82], [1.08, 0.90, 2.10], [2.28, 2.88, 0.24], [-0.51, 1.09, -2.29], [0.20, -0.43, -0.42], [-0.85, 1.40, 1.44], [-0.20, -0.71, -0.15], [-0.53, 1.21, 0.72], [0.28, 0.17, -0.93], [-0.05, 0.44, 0.88], [-0.24, -0.12, 0.73], [0.98, 0.19, -1.36], [-1.84, 0.06, -0.90], [0.69, 0.68, -0.94], [0.25, -1.75, -1.04], [-0.15, 0.26, 0.07], [-0.52, -2.10, 0.34], [-0.57, -0.91, -0.78], [0.42, -1.78, 1.03], [0.27, -0.04, 0.94], [-0.68, -0.27, 0.06]]}

=====

{"formula": "C4H4N2O2", "method": "the ωB97M-V functional and the def2-TZVPD basis", "e_tot_ev": -11279.6417, "e_lumo_ev": -0.11, "largest_force_ev_per_a": 6.63, "orbital_gap_ev": 8.7, "elements": ["C", "C", "C", "C", "H", "H", "H", "H", "N", "N", "O", "O"], "positions_angstrom": [[0.740, 1.180, -0.107], [-0.523, 0.640, -0.143], [-2.094, -0.673, 0.144], [-0.554, -0.763, -0.093], [3.541, 0.156, -0.389], [1.247, 2.207, -0.185], [-2.783, -1.074, 1.010], [-2.560, -0.759, -0.865], [1.363, -0.152, -0.245], [0.644, -1.332, -0.048], [2.808, -0.189, 0.543], [-1.829, 0.759, 0.376]], "forces_ev_per_a": [[-0.75, -2.46, -0.59], [-1.30, 0.54, 2.32], [-0.47, 0.13, 0.13], [0.57, -0.76, 0.60], [-3.51, -1.76, 4.38], [-0.76, -2.26, 0.31], [1.93, 0.36, -1.74], [-0.15, -0.19, 0.94], [5.99, 0.49, 1.34], [-0.81, 3.15, -0.06], [-0.05, 1.63, -6.43], [-0.70, 1.14, -1.20]]}

=====

{"formula": "C2H6ClN", "method": "the ωB97M-V functional and the def2-TZVPD basis", "e_tot_ev": -16182.4741, "e_lumo_ev": 1.04, "largest_force_ev_per_a": 4.87, "orbital_gap_ev": 10.3, "elements": ["C", "C", "N", "Cl", "H", "H", "H", "H", "H", "H"], "positions_angstrom": [[-0.466, -1.023, 0.286], [0.778, 0.441, 0.137], [1.143, 0.833, 1.477], [2.027, -0.158, -0.962], [-1.287, -0.566, -0.211], [-0.678, -1.412, 1.278], [-0.053, -1.889, -0.227], [0.253, 1.199, -0.392], [2.127, 0.506, 1.628], [1.269, 1.853, 1.580]], "forces_ev_per_a": [[2.95, 1.95, -0.35], [-2.77, -3.63, 1.68], [2.26, 0.42, -0.39], [0.55, 0.16, 0.05], [-0.94, -0.13, -0.30], [0.06, 0.95, 0.37], [0.06, 0.36, -0.57], [-0.50, 0.52, -0.23], [-1.24, -0.07, 0.16], [-0.41, -0.53, -0.42]]}

=====

{"formula": "C6H9N", "method": "the ωB97M-V functional and the def2-TZVPD basis", "smiles": "[H]/N=C/[C@@H]1C(=C)[C@H]1C", "e_tot_ev": -7854.9758, "e_lumo_ev": 1.09, "largest_force_ev_per_a": 3.62, "orbital_gap_ev": 10.5, "elements": ["H", "N", "C", "C", "C", "C", "C", "C", "H", "H", "H", "H", "H", "H", "H", "H"], "positions_angstrom": [[-3.588, -0.395, -0.357], [-2.607, -0.225, -0.499], [-2.079, -0.001, 0.645], [-0.478, 0.194, 0.757], [0.300, 0.865, -0.316], [0.379, 2.078, -0.884], [0.269, -0.550, -0.394], [1.512, -1.272, 0.067], [-2.586, 0.224, 1.564], [-0.029, 0.064, 1.769], [0.962, 2.265, -1.775], [-0.032, 2.962, -0.329], [-0.365, -1.016, -1.167], [1.201, -1.928, 0.832], [2.183, -0.614, 0.562], [1.962, -1.873, -0.813]], "forces_ev_per_a": [[-0.73, 0.21, -0.19], [0.86, -0.33, 1.57], [3.05, 1.29, -1.46], [-1.99, -1.28, -0.29], [-1.53, 2.85, -0.80], [0.09, -0.34, 1.56], [0.52, -0.59, 0.23], [-0.19, -1.31, -2.20], [-0.60, -0.38, 0.48], [-0.50, 0.20, -0.84], [-0.15, -0.06, -0.17], [0.45, -0.93, -0.67], [0.29, 0.28, 0.55], [-0.19, -1.38, 0.72], [0.93, 0.69, -0.10], [-0.32, 1.09, 1.61]]}